{
  "formula": "C64H66Cl2F7N3O7",
  "method": "wB97M-V/def2-TZVPD",
  "lumo_energy_ha": -0.0585,
  "multiplicity": 1,
  "total_charge": 0,
  "smiles": "[H]/N=C(\\N)NCCCCc1c(COCC)cc(C(F)(F)C(F)(F)C(F)(F)F)c2c1C(=O)c1c(COC)c(CC(=O)Cl)c(CCOC(=O)CC)c(Cl)c1C2=O.c1ccccc1.c1ccccc1.c1ccccc1.c1ccccc1.c1ccccc1",
  "elements": ["C", "C", "O", "C", "C", "C", "C", "C", "F", "F", "C", "F", "F", "C", "F", "F", "F", "C", "C", "C", "C", "C", "C", "C", "N", "C", "N", "N", "C", "O", "C", "C", "C", "O", "C", "C", "C", "C", "O", "Cl", "C", "C", "C", "O", "C", "O", "C", "C", "C", "Cl", "C", "C", "O", "H", "H", "H", "H", "H", "H", "H", "H", "H", "H", "H", "H", "H", "H", "H", "H", "H", "H", "H", "H", "H", "H", "H", "H", "H", "H", "H", "H", "H", "H", "H", "H", "H", "H", "H", "H", "C", "C", "C", "C", "C", "C", "H", "H", "H", "H", "H", "H", "C", "C", "C", "C", "C", "C", "H", "H", "H", "H", "H", "H", "C", "C", "C", "C", "C", "C", "H", "H", "H", "H", "H", "H", "C", "C", "C", "C", "C", "C", "H", "H", "H", "H", "H", "H", "C", "C", "C", "C", "C", "C", "H", "H", "H", "H", "H", "H"],
  "positions_angstrom": [[0.27, 0.49, -2.81], [-0.24, 1.34, -1.52], [0.89, 2.12, -1.04], [0.72, 2.57, 0.30], [1.30, 1.68, 1.47], [0.86, 2.09, 2.93], [1.29, 1.32, 4.21], [0.72, 1.81, 5.64], [0.38, 3.21, 5.44], [1.68, 1.83, 6.67], [-0.67, 1.11, 6.02], [-1.31, 0.78, 4.77], [-1.52, 2.10, 6.62], [-0.57, -0.26, 6.84], [0.22, -0.22, 8.00], [-0.25, -1.31, 5.95], [-1.91, -0.55, 7.29], [2.21, 0.09, 4.11], [2.68, -0.34, 2.66], [2.23, 0.45, 1.37], [2.74, -0.07, -0.04], [3.73, 0.87, -0.86], [4.50, 2.03, -0.09], [4.35, 3.45, -0.89], [3.74, 4.54, -0.04], [3.04, 5.55, -0.83], [3.58, 6.09, -1.92], [1.69, 6.08, -0.46], [3.60, -1.67, 2.57], [4.64, -1.76, 1.89], [3.08, -2.87, 3.53], [3.02, -4.36, 3.05], [3.45, -4.69, 1.54], [2.78, -3.83, 0.55], [1.37, -4.13, 0.47], [2.54, -5.45, 4.08], [2.47, -7.00, 3.70], [3.82, -7.58, 3.05], [4.97, -7.44, 3.49], [3.59, -8.54, 1.48], [2.11, -5.01, 5.53], [1.60, -6.06, 6.62], [0.24, -6.82, 6.24], [-0.70, -6.02, 5.46], [-2.00, -6.31, 6.05], [-2.66, -7.32, 5.68], [-2.52, -5.30, 7.19], [-2.06, -3.77, 6.97], [2.15, -3.50, 5.99], [1.70, -2.95, 7.67], [2.63, -2.44, 4.98], [2.71, -0.85, 5.29], [3.23, -0.52, 6.38], [-0.41, 0.66, -3.72], [1.34, 0.82, -3.07], [0.31, -0.64, -2.54], [-1.09, 2.01, -1.89], [-0.54, 0.62, -0.69], [1.10, 3.66, 0.42], [-0.43, 2.66, 0.49], [0.13, 2.98, 3.03], [1.79, -0.20, -0.69], [3.21, -1.13, -0.01], [3.15, 1.30, -1.76], [4.53, 0.19, -1.34], [5.63, 1.81, -0.12], [4.23, 2.23, 0.99], [5.41, 3.82, -1.17], [3.73, 3.37, -1.84], [3.16, 4.13, 0.70], [2.92, 6.80, -2.29], [1.46, 5.87, 0.52], [0.97, 5.73, -1.11], [4.57, -4.44, 1.44], [3.24, -5.76, 1.21], [1.05, -4.55, -0.55], [0.80, -3.14, 0.66], [1.01, -4.88, 1.27], [1.59, -7.18, 2.97], [2.24, -7.68, 4.61], [2.42, -6.87, 6.70], [1.47, -5.64, 7.67], [-0.30, -7.08, 7.23], [0.45, -7.85, 5.76], [-3.65, -5.42, 7.29], [-2.01, -5.66, 8.17], [-1.73, -3.38, 8.01], [-1.21, -3.63, 6.23], [-2.99, -3.21, 6.60], [-1.23, 2.99, -6.77], [-2.39, 3.53, -7.31], [-3.10, 4.50, -6.61], [-2.64, 4.94, -5.37], [-1.48, 4.40, -4.83], [-0.77, 3.43, -5.53], [-0.67, 2.23, -7.32], [-2.74, 3.20, -8.28], [-4.01, 4.92, -7.04], [-3.19, 5.70, -4.83], [-1.12, 4.75, -3.87], [0.13, 3.00, -5.10], [-1.84, -1.02, -5.93], [-2.38, -2.18, -6.47], [-3.71, -2.19, -6.89], [-4.48, -1.04, -6.79], [-3.93, 0.12, -6.25], [-2.61, 0.13, -5.82], [-0.80, -1.01, -5.60], [-1.78, -3.08, -6.56], [-4.14, -3.10, -7.31], [-5.52, -1.05, -7.12], [-4.54, 1.02, -6.17], [-2.18, 1.03, -5.39], [-5.21, 3.67, -10.11], [-6.14, 4.67, -10.39], [-6.09, 5.34, -11.61], [-5.13, 5.01, -12.55], [-4.21, 4.01, -12.28], [-4.24, 3.34, -11.06], [-5.24, 3.15, -9.16], [-6.89, 4.93, -9.65], [-6.81, 6.13, -11.82], [-5.10, 5.53, -13.50], [-3.45, 3.74, -13.02], [-3.52, 2.56, -10.84], [-3.63, 1.52, 9.03], [-3.25, 2.86, 8.93], [-3.74, 3.79, 9.83], [-4.61, 3.39, 10.84], [-4.99, 2.06, 10.94], [-4.50, 1.12, 10.03], [-3.24, 0.80, 8.32], [-2.56, 3.17, 8.15], [-3.45, 4.84, 9.75], [-5.00, 4.12, 11.55], [-5.67, 1.74, 11.73], [-4.80, 0.08, 10.11], [2.35, -1.41, -6.33], [3.54, -2.09, -6.59], [4.76, -1.50, -6.31], [4.81, -0.23, -5.75], [3.63, 0.46, -5.49], [2.40, -0.13, -5.78], [1.40, -1.87, -6.55], [3.50, -3.09, -7.01], [5.68, -2.04, -6.52], [5.77, 0.23, -5.53], [3.66, 1.46, -5.06], [1.48, 0.41, -5.58]],
  "lowdin_charge": [-0.068, -0.220, -0.217, -0.187, -0.048, 0.074, -0.008, -0.250, 0.019, 0.084, -0.167, 0.068, 0.068, -0.303, 0.103, 0.076, 0.056, 0.033, 0.056, -0.032, -0.140, -0.177, -0.151, -0.200, -0.005, -0.448, 0.086, 0.053, -0.239, 0.073, 0.041, -0.007, -0.154, -0.235, -0.103, -0.033, -0.118, -0.673, 0.026, 0.563, -0.079, -0.138, -0.186, -0.088, -0.363, 0.070, -0.123, -0.115, -0.411, 0.665, -0.033, -0.271, 0.064, 0.056, 0.069, 0.089, 0.125, 0.130, 0.104, 0.143, 0.126, 0.098, 0.111, 0.085, 0.124, 0.116, 0.105, 0.122, 0.106, 0.083, 0.043, 0.061, 0.075, 0.151, 0.099, 0.099, 0.101, 0.094, 0.128, 0.114, 0.131, 0.089, 0.133, 0.130, 0.125, 0.124, 0.083, 0.062, 0.087, -0.111, -0.089, -0.087, -0.091, -0.095, -0.108, 0.107, 0.088, 0.099, 0.101, 0.095, 0.095, -0.092, -0.094, -0.096, -0.094, -0.088, -0.098, 0.078, 0.100, 0.101, 0.101, 0.101, 0.074, -0.107, -0.097, -0.097, -0.096, -0.095, -0.101, 0.094, 0.100, 0.100, 0.101, 0.101, 0.099, -0.088, -0.091, -0.091, -0.099, -0.100, -0.093, 0.074, 0.083, 0.100, 0.099, 0.099, 0.099, -0.093, -0.093, -0.094, -0.093, -0.095, -0.105, 0.091, 0.101, 0.101, 0.102, 0.101, 0.077]
}

***

{
  "formula": "C65H142CrN2O36S13",
  "method": "wB97M-V/def2-TZVPD",
  "lumo_energy_ha": [0.0008, 0.0008],
  "s2": 6.006,
  "multiplicity": 5,
  "total_charge": 0,
  "elements": ["Cr", "C", "C", "C", "C", "C", "C", "N", "O", "C", "C", "C", "H", "H", "H", "H", "H", "H", "H", "H", "H", "H", "H", "H", "H", "H", "H", "H", "H", "H", "C", "C", "C", "C", "C", "C", "N", "O", "C", "C", "C", "H", "H", "H", "H", "H", "H", "H", "H", "H", "H", "H", "H", "H", "H", "H", "H", "H", "H", "C", "C", "O", "C", "O", "O", "H", "H", "H", "H", "C", "C", "O", "C", "O", "O", "H", "H", "H", "H", "C", "C", "O", "C", "O", "O", "H", "H", "H", "H", "C", "C", "O", "C", "O", "O", "H", "H", "H", "H", "C", "C", "O", "C", "O", "O", "H", "H", "H", "H", "C", "C", "O", "C", "O", "O", "H", "H", "H", "H", "C", "C", "O", "C", "O", "O", "H", "H", "H", "H", "C", "S", "O", "C", "H", "H", "H", "H", "H", "H", "C", "S", "O", "C", "H", "H", "H", "H", "H", "H", "C", "S", "O", "C", "H", "H", "H", "H", "H", "H", "C", "S", "O", "C", "H", "H", "H", "H", "H", "H", "C", "S", "O", "C", "H", "H", "H", "H", "H", "H", "C", "S", "O", "C", "H", "H", "H", "H", "H", "H", "C", "S", "O", "C", "H", "H", "H", "H", "H", "H", "C", "S", "O", "C", "H", "H", "H", "H", "H", "H", "C", "S", "O", "C", "H", "H", "H", "H", "H", "H", "C", "S", "O", "C", "H", "H", "H", "H", "H", "H", "C", "S", "O", "C", "H", "H", "H", "H", "H", "H", "C", "S", "O", "C", "H", "H", "H", "H", "H", "H", "C", "S", "O", "C", "H", "H", "H", "H", "H", "H"],
  "positions_angstrom": [[2.07, 1.94, -3.23], [1.20, 1.75, -7.91], [0.00, 1.28, -7.11], [-0.96, 0.73, -8.16], [-2.21, 0.05, -7.58], [-1.73, -1.15, -6.68], [-0.77, -0.70, -5.53], [0.33, 0.16, -6.06], [1.24, 0.67, -4.98], [-0.18, -2.03, -4.96], [-1.69, -0.05, -4.48], [-0.66, 2.53, -6.45], [1.02, 2.53, -8.64], [1.69, 0.91, -8.40], [1.97, 2.00, -7.18], [-0.54, -0.02, -8.82], [-1.36, 1.55, -8.75], [-2.90, -0.30, -8.35], [-2.75, 0.81, -7.00], [-1.16, -1.89, -7.25], [-2.56, -1.66, -6.18], [-0.97, -2.77, -4.84], [0.42, -1.98, -4.05], [0.50, -2.54, -5.65], [-2.41, 0.70, -4.79], [-1.19, 0.43, -3.64], [-2.17, -0.84, -3.89], [-1.59, 2.37, -5.91], [-0.90, 3.27, -7.21], [0.09, 2.94, -5.76], [0.85, -1.63, 0.45], [-0.28, -0.67, -0.01], [-1.34, -0.61, 1.20], [-0.91, 0.23, 2.33], [-0.51, 1.59, 1.93], [0.55, 1.69, 0.74], [0.19, 0.69, -0.33], [0.76, 0.93, -1.64], [1.96, 1.58, 1.34], [0.32, 3.18, 0.19], [-0.97, -1.29, -1.27], [1.53, -1.65, -0.40], [0.55, -2.67, 0.54], [1.31, -1.30, 1.38], [-1.55, -1.58, 1.65], [-2.32, -0.27, 0.83], [-0.13, -0.28, 2.90], [-1.66, 0.34, 3.11], [-0.07, 1.96, 2.86], [-1.42, 2.19, 1.83], [2.68, 1.20, 0.61], [1.99, 0.89, 2.19], [2.36, 2.49, 1.78], [1.10, 3.40, -0.53], [0.51, 3.95, 0.94], [-0.68, 3.22, -0.25], [-0.18, -1.53, -1.97], [-1.62, -0.58, -1.78], [-1.62, -2.15, -1.08], [1.94, 1.98, 5.62], [2.84, 2.89, 6.48], [4.05, 2.94, 5.74], [3.79, 2.56, 4.42], [4.60, 2.78, 3.50], [2.44, 2.21, 4.34], [0.96, 2.46, 5.71], [2.04, 0.94, 5.94], [2.78, 2.47, 7.49], [2.39, 3.87, 6.62], [-2.86, 2.46, 6.66], [-3.76, 3.76, 6.70], [-2.73, 4.71, 6.93], [-1.47, 4.25, 6.98], [-0.41, 4.92, 7.07], [-1.54, 2.92, 7.01], [-2.82, 2.09, 5.64], [-3.19, 1.69, 7.35], [-4.28, 3.74, 7.66], [-4.24, 3.90, 5.74], [-5.78, -5.78, 3.78], [-4.70, -4.76, 4.22], [-3.93, -4.57, 3.11], [-4.42, -5.25, 2.06], [-3.96, -5.28, 0.89], [-5.39, -5.99, 2.46], [-6.68, -5.17, 3.83], [-5.91, -6.71, 4.34], [-4.11, -5.15, 5.05], [-5.12, -3.79, 4.49], [-5.33, -2.62, -1.09], [-4.74, -1.49, -0.25], [-5.40, -0.35, -0.77], [-6.54, -0.73, -1.28], [-7.37, 0.04, -1.54], [-6.59, -2.03, -1.50], [-5.45, -3.51, -0.48], [-4.63, -2.85, -1.89], [-3.70, -1.53, -0.58], [-4.90, -1.62, 0.82], [6.51, -6.52, -0.92], [6.61, -5.74, -2.13], [5.89, -4.51, -1.88], [5.27, -4.72, -0.67], [4.42, -3.96, -0.21], [5.82, -5.74, -0.01], [7.51, -6.76, -0.56], [6.00, -7.48, -0.99], [6.17, -6.24, -2.99], [7.64, -5.63, -2.50], [-1.87, -7.06, -3.88], [-2.73, -7.35, -2.63], [-3.11, -6.05, -2.22], [-2.93, -5.24, -3.27], [-3.27, -4.05, -3.31], [-2.40, -5.87, -4.37], [-1.91, -7.90, -4.58], [-0.85, -6.86, -3.57], [-2.25, -7.73, -1.73], [-3.61, -7.99, -2.76], [1.39, -4.94, -2.19], [1.44, -5.21, -3.73], [2.30, -6.25, -3.84], [3.02, -6.42, -2.70], [3.87, -7.33, -2.59], [2.54, -5.66, -1.77], [0.50, -5.33, -1.71], [1.61, -3.92, -1.87], [1.85, -4.44, -4.39], [0.45, -5.48, -4.11], [5.65, -0.75, -1.52], [3.83, -0.59, -1.93], [3.62, 0.62, -2.84], [3.63, -2.09, -2.99], [6.31, -0.83, -2.38], [5.70, -1.49, -0.72], [5.91, 0.19, -1.03], [3.00, -1.86, -3.85], [3.26, -2.88, -2.33], [4.64, -2.27, -3.33], [-0.69, -0.72, 5.65], [-2.23, -1.49, 6.47], [-2.41, -2.95, 6.03], [-1.88, -1.48, 8.27], [-0.54, -1.26, 4.72], [0.19, -0.78, 6.30], [-1.04, 0.27, 5.36], [-1.36, -2.39, 8.56], [-2.77, -1.55, 8.89], [-1.20, -0.70, 8.61], [2.58, -2.04, 3.86], [4.40, -2.11, 3.77], [4.98, -0.86, 4.51], [4.31, -1.69, 2.03], [2.43, -2.01, 4.94], [1.95, -2.83, 3.45], [2.17, -1.10, 3.51], [5.22, -2.00, 1.50], [4.28, -0.60, 1.98], [3.48, -2.21, 1.56], [2.87, -5.60, 2.11], [3.05, -7.26, 1.32], [3.83, -8.13, 2.27], [1.33, -7.95, 1.47], [2.49, -4.75, 1.55], [3.87, -5.39, 2.49], [2.18, -5.69, 2.95], [0.54, -7.50, 0.86], [1.20, -7.88, 2.55], [1.21, -8.98, 1.13], [5.32, 3.12, -6.74], [4.90, 3.18, -4.90], [3.45, 2.76, -4.75], [5.98, 1.72, -4.49], [5.10, 2.21, -7.30], [6.38, 3.34, -6.87], [4.78, 3.96, -7.18], [5.74, 0.85, -5.11], [5.80, 1.41, -3.46], [7.02, 2.01, -4.60], [-1.20, -5.63, 6.00], [-0.28, -4.50, 4.90], [1.21, -4.59, 5.16], [-0.68, -5.49, 3.40], [-1.28, -5.24, 7.02], [-0.54, -6.49, 6.12], [-2.20, -5.79, 5.59], [-1.69, -5.28, 3.06], [-0.50, -6.52, 3.71], [0.00, -5.30, 2.57], [3.97, 4.53, 0.28], [4.53, 3.86, -1.32], [3.35, 3.09, -1.97], [4.46, 5.42, -2.26], [4.73, 5.27, 0.55], [3.87, 3.83, 1.11], [3.01, 5.01, 0.07], [3.42, 5.73, -2.39], [4.89, 5.36, -3.26], [4.94, 6.22, -1.71], [0.35, 6.19, -2.78], [-0.10, 4.39, -2.80], [1.09, 3.72, -3.51], [-1.45, 4.54, -4.01], [1.00, 6.48, -3.61], [0.74, 6.44, -1.80], [-0.60, 6.72, -2.83], [-1.80, 3.51, -4.14], [-1.06, 4.90, -4.96], [-2.26, 5.21, -3.72], [-1.04, 5.97, 3.47], [0.02, 6.80, 2.17], [-0.91, 6.80, 0.94], [0.11, 8.53, 2.80], [-0.69, 5.67, 4.46], [-1.31, 4.98, 3.10], [-1.99, 6.50, 3.44], [0.05, 8.57, 3.89], [-0.65, 9.18, 2.38], [1.03, 9.08, 2.60], [3.32, 6.66, 4.98], [3.63, 6.96, 3.20], [3.34, 8.44, 3.04], [5.47, 6.79, 3.12], [3.63, 7.65, 5.31], [3.85, 5.93, 5.60], [2.28, 6.63, 5.31], [5.85, 6.96, 2.12], [5.66, 5.72, 3.27], [5.98, 7.43, 3.83], [-3.87, 5.43, -0.70], [-3.27, 4.04, 0.31], [-4.18, 3.85, 1.52], [-3.55, 2.59, -0.81], [-4.94, 5.62, -0.61], [-3.61, 5.30, -1.75], [-3.32, 6.26, -0.25], [-3.30, 2.69, -1.87], [-4.62, 2.35, -0.83], [-3.06, 1.81, -0.23], [-5.53, 1.27, -4.19], [-5.76, 2.98, -3.49], [-4.56, 3.72, -3.99], [-7.10, 3.44, -4.62], [-4.60, 0.84, -3.82], [-5.40, 1.26, -5.27], [-6.27, 0.49, -4.00], [-7.39, 4.49, -4.58], [-8.04, 2.90, -4.47], [-6.76, 3.13, -5.61], [-5.26, 1.00, 2.52], [-4.26, 0.52, 3.96], [-5.13, 0.65, 5.22], [-4.20, -1.20, 3.53], [-5.44, 2.07, 2.43], [-6.25, 0.58, 2.73], [-4.74, 0.66, 1.63], [-5.21, -1.51, 3.27], [-3.77, -1.81, 4.32], [-3.72, -1.24, 2.55]],
  "lowdin_charge": [0.678, -0.059, -0.471, -0.178, -0.163, -0.125, -0.477, -0.088, -0.334, -0.048, -0.048, -0.041, 0.085, 0.079, 0.061, 0.113, 0.111, 0.097, 0.083, 0.106, 0.105, 0.065, 0.049, 0.069, 0.053, 0.060, 0.064, 0.052, 0.081, 0.056, -0.032, -0.430, -0.132, -0.254, -0.124, -0.385, -0.141, -0.297, -0.026, -0.052, -0.030, 0.049, 0.071, 0.047, 0.111, 0.087, 0.085, 0.060, 0.106, 0.099, 0.078, 0.050, 0.051, 0.029, 0.065, 0.025, 0.059, 0.061, 0.072, -0.136, -0.133, 0.045, -0.408, 0.090, 0.015, 0.123, 0.126, 0.133, 0.113, -0.102, -0.055, 0.042, -0.535, 0.069, 0.040, 0.075, 0.124, 0.137, 0.140, -0.081, -0.146, 0.045, -0.546, 0.094, 0.104, 0.132, 0.139, 0.113, 0.123, -0.065, -0.116, 0.072, -0.685, 0.170, 0.102, 0.121, 0.107, 0.111, 0.109, -0.162, -0.135, 0.066, -0.510, 0.086, 0.087, 0.139, 0.137, 0.122, 0.133, -0.132, -0.102, 0.067, -0.501, 0.112, 0.062, 0.140, 0.105, 0.131, 0.132, -0.049, -0.133, 0.069, -0.523, 0.110, 0.046, 0.132, 0.107, 0.129, 0.108, -0.202, 0.944, -0.625, -0.182, 0.055, 0.027, 0.047, 0.061, 0.015, 0.044, -0.188, 0.862, -0.621, -0.242, 0.026, 0.050, 0.024, 0.047, 0.050, 0.051, -0.289, 0.884, -0.568, -0.282, 0.034, 0.038, 0.030, 0.032, 0.059, 0.028, -0.237, 0.824, -0.552, -0.241, 0.040, 0.056, 0.014, 0.039, 0.033, 0.047, -0.222, 0.913, -0.568, -0.225, 0.062, 0.043, 0.043, 0.066, 0.013, 0.052, -0.246, 0.828, -0.557, -0.226, 0.047, 0.059, 0.032, 0.035, 0.044, 0.034, -0.227, 0.929, -0.620, -0.239, 0.033, 0.035, 0.059, 0.053, 0.016, 0.052, -0.197, 0.957, -0.598, -0.243, 0.062, 0.038, 0.046, 0.031, 0.064, 0.046, -0.223, 0.829, -0.594, -0.254, 0.033, 0.031, 0.057, 0.050, 0.052, 0.023, -0.235, 0.797, -0.569, -0.238, 0.042, 0.052, 0.047, 0.042, 0.042, 0.058, -0.231, 0.832, -0.576, -0.228, 0.060, 0.028, 0.025, 0.037, 0.032, 0.023, -0.225, 0.839, -0.568, -0.264, 0.033, 0.053, 0.051, 0.052, 0.056, 0.049, -0.220, 0.821, -0.557, -0.276, 0.038, 0.066, 0.035, 0.059, 0.014, 0.026]
}